# 1
16
Properties=species:S:1:pos:R:3:forces:R:3:nbo_charge:R:1 method="wB97M-V/def2-TZVPD" orbital_gap_ha=0.358 relative_energy_kcal_mol=31.6 lumo_energy_ev=0.6536 spin_multiplicity=1
C 0.5817 1.3916 2.5385 0.2 -0.3 -0.1 -0.4114
C 0.4646 1.8425 1.3016 0.1 0.1 -0.4 -0.1642
C -0.8177 1.8422 0.5046 0.3 0.0 0.8 -0.6539
H 1.5093 1.5007 3.0887 -0.1 -0.1 0.0 0.2005
H -0.2140 0.8165 2.9901 -0.2 0.2 0.3 0.1867
H 1.3446 2.2546 0.8159 -0.1 0.3 0.1 0.1923
H -1.3952 0.9642 0.7918 -0.2 0.0 -0.3 0.2122
H -1.3925 2.7223 0.8047 -0.1 0.0 -0.2 0.2236
H -0.6448 1.8851 -0.5640 0.0 -0.1 -0.1 0.2141
C -0.7859 -1.7621 -2.0231 1.0 0.8 0.5 -0.7700
S 0.1089 -3.2969 -2.2715 -0.1 -0.4 -0.3 0.1021
S 2.0053 -2.8777 -1.7196 0.6 0.3 0.0 -0.1366
H -1.5590 -1.6855 -2.7708 -0.7 -0.2 0.3 0.2349
H -0.1826 -0.8586 -2.1433 0.4 -0.3 -0.4 0.2313
H -1.0299 -1.7250 -0.9681 -1.0 0.0 -0.1 0.2211
H 2.0071 -3.0141 -0.3755 -0.3 -0.1 -0.1 0.1173

---

# 2
67
Properties=species:S:1:pos:R:3:forces:R:3:nbo_charge:R:1 method="wB97M-V/def2-TZVPD" s_squared=3.762 orbital_gap_ha="0.276 / 0.100" total_charge=+2 lumo_energy_ev="-5.7235 / -10.5092" spin_multiplicity=4
Ni 0.0528 0.0067 -0.8283 -0.6 -0.1 1.9 1.3762
C -1.8329 3.4708 -0.8165 0.0 0.0 -0.1 -0.6342
C -1.3928 2.6943 0.3697 -0.1 0.2 0.9 0.1805
C -1.6151 3.1539 1.6700 0.1 -0.2 -0.4 -0.3247
C -1.0428 2.2229 2.4971 0.1 0.0 -0.3 0.0619
N -0.5201 1.2505 1.7342 -0.1 0.4 0.6 -0.3370
N -0.7246 1.5233 0.4269 0.3 -0.4 -1.1 -0.4564
B 0.2198 0.0024 2.2549 -0.6 0.0 0.3 0.9225
N 1.6359 0.0022 1.6502 0.6 0.0 0.5 -0.3210
C 2.8077 0.0132 2.2996 0.0 0.0 -0.4 0.0420
C 3.8186 -0.0181 1.3791 -0.2 0.0 -0.3 -0.3151
C 3.1953 -0.0449 0.1309 0.3 0.0 1.1 0.1649
C 4.0361 -0.0863 -1.0959 -0.1 -0.1 -0.2 -0.6306
N 1.8607 -0.0300 0.3086 -0.6 0.0 -0.9 -0.4409
N -0.5197 -1.2458 1.7333 0.0 -0.4 0.6 -0.3379
C -1.0296 -2.2262 2.4940 0.0 -0.1 -0.4 0.0617
C -1.6349 -3.1381 1.6662 0.2 0.3 -0.3 -0.3246
C -1.4458 -2.6550 0.3684 -0.1 -0.2 0.9 0.1802
C -1.9450 -3.3972 -0.8164 0.0 0.0 -0.1 -0.6347
N -0.7643 -1.4934 0.4271 0.3 0.5 -1.1 -0.4557
N 0.1082 0.0004 3.7881 0.7 0.0 -0.1 -0.3898
C 0.9549 -0.0034 4.8515 0.2 0.0 0.7 -0.0315
C 0.2164 -0.0012 6.0045 -0.3 0.0 -0.4 -0.3174
C -1.1387 0.0009 5.5762 1.8 0.0 -0.4 0.1596
C -2.3213 -0.0002 6.4532 -0.6 0.0 -0.1 -0.6455
N -1.1512 0.0005 4.2558 -1.9 0.0 -0.2 -0.3189
H -2.3539 4.3593 -0.4661 0.0 0.0 0.0 0.2542
H -2.5160 2.9075 -1.4481 -0.1 0.1 -0.1 0.2103
H -0.9835 3.7961 -1.4133 0.0 0.1 -0.1 0.2133
H -2.1236 4.0499 1.9584 -0.1 0.2 0.0 0.2472
H -0.9888 2.2182 3.5653 0.1 -0.2 0.1 0.2579
H 2.9033 0.0432 3.3585 -0.1 0.0 0.1 0.2345
H 4.8695 -0.0216 1.5690 0.3 0.0 0.1 0.2474
H 5.0781 -0.1267 -0.7810 0.0 0.0 -0.1 0.2645
H 3.9147 0.8055 -1.7075 0.1 0.1 -0.1 0.2070
H 3.8389 -0.9700 -1.6987 0.1 -0.1 -0.1 0.2105
H -0.9473 -2.2393 3.5600 0.1 0.2 0.2 0.2565
H -2.1430 -4.0340 1.9540 -0.1 -0.2 0.0 0.2470
H -2.5217 -4.2498 -0.4641 0.0 0.0 0.0 0.2536
H -1.1245 -3.7806 -1.4201 -0.1 -0.1 -0.1 0.2111
H -2.5917 -2.7866 -1.4407 -0.1 -0.1 -0.1 0.2134
H 2.0180 -0.0090 4.7927 0.2 0.0 0.0 0.2005
H 0.5688 -0.0051 7.0151 0.2 0.0 0.2 0.2400
H -2.0015 -0.0010 7.4924 -0.1 0.0 0.0 0.2335
H -2.9446 -0.8758 6.2709 0.0 0.0 0.1 0.2353
H -2.9445 0.8758 6.2725 0.0 0.0 0.1 0.2350
C 0.7477 -2.2877 -3.8225 -0.4 0.1 0.3 -0.5447
C 1.6431 -1.1591 -4.2844 0.0 0.1 0.1 -0.5625
S 1.8039 0.0647 -2.9300 -0.6 -0.1 -0.9 0.6196
C 1.7839 1.6317 -3.8448 0.1 0.1 0.1 -0.5672
C 0.3867 1.9638 -4.3296 -0.3 -0.1 0.2 -0.5430
S -0.8351 1.6455 -2.9947 0.3 -0.2 -0.5 0.3213
C -2.0833 0.5981 -3.8122 0.4 0.2 0.3 -0.5461
C -1.5587 -0.7356 -4.3096 0.3 -0.4 0.3 -0.5458
S -0.7391 -1.6764 -2.9622 0.2 0.2 -0.7 0.3007
H 1.2527 -2.9092 -3.0820 0.0 -0.1 -0.1 0.2642
H 0.4137 -2.9073 -4.6554 0.2 0.0 0.0 0.2734
H 1.2602 -0.6563 -5.1690 0.0 0.1 0.0 0.2416
H 2.6424 -1.5274 -4.5168 0.1 0.1 0.0 0.2821
H 2.5023 1.5658 -4.6632 0.1 0.0 0.0 0.2748
H 2.1391 2.3758 -3.1317 0.0 0.0 0.0 0.2696
H 0.1098 1.3896 -5.2106 0.0 0.0 0.0 0.2371
H 0.3199 3.0237 -4.5717 0.0 0.0 -0.1 0.2773
H -2.5171 1.1739 -4.6327 0.0 0.0 0.1 0.2750
H -2.8432 0.4444 -3.0424 0.0 0.1 -0.1 0.2639
H -0.8660 -0.6285 -5.1430 0.0 0.0 0.0 0.2246
H -2.3973 -1.3474 -4.6464 0.0 0.0 0.0 0.2780

---

# 3
49
Properties=species:S:1:pos:R:3:forces:R:3:nbo_charge:R:1 method="wB97M-V/def2-TZVPD" orbital_gap_ha="0.153 / 0.153" relative_energy_kcal_mol=0.0 total_charge=+2 lumo_energy_ev="-9.8700 / -9.8677" spin_multiplicity=1
Pt 0.5041 -0.0911 -0.3796 -0.4 -0.1 0.1 0.7293
S 4.6422 -0.3966 1.1786 0.0 0.0 0.0 0.5567
C 4.7279 -0.8457 -0.5005 0.0 0.0 0.0 -0.2291
C 5.8466 -1.2085 -1.2450 0.0 0.0 0.0 -0.1879
C 5.6587 -1.5112 -2.5776 0.0 0.0 0.0 -0.1746
C 4.3872 -1.4556 -3.1640 0.0 0.0 0.0 -0.1725
C 3.2789 -1.0966 -2.4276 0.0 0.0 0.0 -0.2322
C 3.4604 -0.7917 -1.0812 0.0 0.0 0.0 0.1708
N 2.4830 -0.4004 -0.1742 -0.1 -0.1 -0.1 -0.5073
C 2.9643 -0.1634 1.0273 0.1 0.0 0.1 0.0903
C 1.9973 0.2400 2.0317 -0.1 0.0 0.0 -0.2091
C 2.2692 0.5316 3.3606 0.0 -0.1 0.0 -0.1229
C 1.2305 0.8777 4.2128 0.0 0.0 0.0 -0.1985
C -0.0710 0.9092 3.7424 0.0 0.0 0.0 -0.1461
C -0.3578 0.6164 2.4069 0.1 -0.1 0.0 -0.3248
C 0.6806 0.2971 1.5512 -0.1 0.2 0.2 0.0658
H 6.8290 -1.2520 -0.7955 0.0 0.0 0.0 0.2481
H 6.5091 -1.7933 -3.1824 0.0 0.0 0.0 0.2457
H 4.2775 -1.6980 -4.2119 0.0 0.0 0.0 0.2408
H 2.2962 -1.0492 -2.8825 0.0 0.0 0.0 0.2113
H 3.2837 0.4694 3.7355 0.0 0.0 0.0 0.2401
H 1.4366 1.1045 5.2493 0.0 0.0 0.0 0.2480
H -0.8794 1.1582 4.4173 0.0 0.0 0.0 0.2369
H -1.3854 0.6238 2.0724 0.0 -0.1 0.1 0.2053
C -0.9790 -2.4908 -1.5006 0.1 0.0 0.0 -1.1707
Si -2.3519 -1.3569 -0.9972 -0.1 0.0 -0.1 1.7610
C -3.4464 -0.9838 -2.4505 0.0 0.1 0.1 -1.1480
C -3.1893 -1.9278 0.5550 0.0 0.0 0.0 -1.1444
N -1.4830 0.2671 -0.4877 0.6 0.0 -0.1 -0.6027
C -2.0831 1.3777 -0.1846 -0.2 0.2 0.0 0.0705
C -3.5417 1.4782 -0.1329 0.1 -0.1 0.0 -0.0408
C -4.1666 2.6011 0.2791 0.0 0.0 0.0 -0.2558
C -3.3980 3.7412 0.6340 0.0 0.0 0.0 0.0679
C -2.0137 3.7575 0.5699 -0.1 0.0 0.0 -0.3354
C -1.3620 2.6199 0.1728 0.0 -0.1 -0.1 0.5852
F -0.0727 2.6632 0.0508 0.0 0.0 -0.1 -0.2369
H -1.4308 -3.3771 -1.9585 0.0 0.0 0.0 0.2913
H -0.3920 -2.8371 -0.6500 0.0 0.0 0.0 0.2708
H -0.3083 -2.0785 -2.2604 0.0 0.0 0.0 0.2468
H -3.9128 -1.9234 -2.7585 0.0 0.0 0.0 0.2832
H -2.8654 -0.6166 -3.2989 0.0 0.0 0.0 0.2676
H -4.2524 -0.2754 -2.2695 0.0 0.0 0.0 0.2488
H -3.7901 -2.8044 0.2959 0.0 0.0 0.0 0.2835
H -3.8592 -1.2003 1.0139 0.0 0.0 0.0 0.2504
H -2.4579 -2.2405 1.3027 0.0 0.0 0.0 0.2706
H -4.1143 0.6039 -0.3964 0.0 0.0 0.0 0.2366
H -5.2447 2.6465 0.3411 0.0 0.0 0.0 0.2699
H -3.9133 4.6393 0.9554 0.0 0.0 0.0 0.2622
H -1.4406 4.6424 0.8111 0.0 0.0 0.0 0.2843

---

# 4
47
Properties=species:S:1:pos:R:3:forces:R:3:nbo_charge:R:1 method="wB97M-V/def2-TZVPD" orbital_gap_ha=0.324 relative_energy_kcal_mol=29.7 lumo_energy_ev=0.8404 spin_multiplicity=1
C -0.6833 -5.4799 -0.4486 0.1 0.3 -0.2 -0.6083
C -0.2630 -4.0654 -0.8211 0.0 -0.1 0.0 -0.2081
N -0.5202 -3.1560 0.2790 0.0 -0.1 0.2 -0.6204
C -0.1036 -1.7926 0.0090 0.0 0.1 0.2 -0.2220
C -0.3845 -0.9199 1.2279 0.0 0.1 -0.2 -0.3933
C -0.0211 0.5679 1.0586 0.0 -0.1 -0.1 -0.2205
C -0.8547 1.2904 -0.0073 -0.1 0.0 0.4 -0.3892
C -2.3081 1.4869 0.4206 0.1 0.0 -0.5 -0.3932
C -3.1602 2.2058 -0.6322 -0.1 0.1 0.3 -0.2092
C -2.7645 3.6732 -0.7787 0.0 -0.3 -0.1 -0.6062
C -4.6386 2.1046 -0.2591 0.2 -0.1 -0.2 -0.5982
C 1.4672 0.6971 0.8250 0.0 0.1 0.3 -0.0026
C 2.3174 0.7290 1.9224 -0.1 0.0 -0.1 -0.2172
C 3.7020 0.8068 1.7986 0.4 0.0 -0.3 -0.2529
C 4.2102 0.8529 0.5245 -0.4 0.0 -0.4 0.2135
C 3.3691 0.8226 -0.5865 0.3 0.0 0.5 0.3032
C 2.0041 0.7442 -0.4654 0.3 0.1 -0.1 -0.3019
O 4.1255 0.8803 -1.7305 -0.5 0.0 0.1 -0.4926
C 5.4674 0.9546 -1.3019 1.0 0.1 -0.8 0.2375
O 5.5154 0.9323 0.1077 -0.2 0.0 0.5 -0.4804
H -0.0764 -5.8546 0.3733 0.1 -0.1 0.1 0.1972
H -0.5638 -6.1457 -1.2992 0.0 -0.1 0.0 0.2097
H -1.7245 -5.4847 -0.1383 -0.1 0.0 0.0 0.2122
H 0.8000 -4.0610 -1.1276 -0.1 0.0 0.0 0.1556
H -0.8530 -3.7186 -1.6759 0.1 0.0 0.0 0.1825
H -0.0455 -3.4955 1.1119 -0.1 0.0 -0.1 0.3456
H 0.9661 -1.7262 -0.2607 -0.2 0.0 0.0 0.1696
H -0.6875 -1.4476 -0.8489 0.1 0.1 0.0 0.1815
H 0.1900 -1.3124 2.0713 0.0 0.0 0.1 0.2001
H -1.4409 -1.0143 1.4799 0.0 -0.1 0.1 0.2118
H -0.2403 1.0495 2.0195 0.0 0.0 -0.1 0.2082
H -0.3943 2.2640 -0.1844 0.0 0.0 -0.1 0.2079
H -0.8376 0.7366 -0.9456 0.0 0.0 -0.1 0.1940
H -2.3400 2.0555 1.3532 0.0 0.0 0.1 0.1946
H -2.7562 0.5103 0.6118 -0.1 0.0 0.1 0.2004
H -3.0126 1.7066 -1.5968 0.0 0.0 0.0 0.1897
H -1.7363 3.7734 -1.1156 0.1 0.1 0.0 0.2065
H -3.4065 4.1663 -1.5055 0.0 0.1 -0.1 0.2079
H -2.8677 4.1890 0.1739 0.0 0.1 0.1 0.2001
H -4.9500 1.0645 -0.1937 -0.1 -0.1 0.0 0.2061
H -5.2568 2.6002 -1.0043 -0.1 0.1 0.0 0.2056
H -4.8182 2.5778 0.7041 -0.1 0.1 0.1 0.1999
H 1.8920 0.6939 2.9145 -0.1 0.0 0.1 0.2101
H 4.3479 0.8324 2.6600 0.1 0.0 0.1 0.2268
H 1.3835 0.7206 -1.3438 -0.1 0.0 -0.2 0.2277
H 6.0308 0.0967 -1.7037 -0.2 0.2 0.1 0.1555
H 5.9213 1.8887 -1.6716 -0.2 -0.2 0.1 0.1552

---

Electronic energy (computed, Ha): -954.7332, -4022.7801, -1866.7613, -869.1921